Entry from the OMol25 dataset: a molecular structure, C44H80Br24Hg2N4O4 (the ωB97M-V functional and the def2-TZVPD basis).

XYZ file:
```
158
Properties=species:S:1:pos:R:3:forces:R:3
Hg -0.224495 0.220449 -2.783901 0.0 0.2 -0.4
Hg 0.737631 1.128946 0.978796 -0.1 0.3 0.6
C -3.094126 -1.413790 0.661271 0.6 0.3 -0.7
C -2.047805 -0.506029 1.292207 0.1 0.6 0.6
C -2.104000 -0.689040 2.808917 -0.1 0.6 0.6
C -1.471253 -1.980050 3.296718 -0.6 0.5 0.3
C -0.055136 -2.104558 2.792801 0.2 -0.7 0.8
C 0.117092 -1.904098 1.295046 -0.5 0.1 0.1
N -0.632783 -0.679122 0.865118 0.4 0.4 -0.1
O -0.491704 -0.533298 -0.534212 -0.4 -0.6 -1.1
C -0.343927 -3.153990 0.529791 0.6 0.1 -0.5
C 1.590843 -1.671246 1.023738 1.0 -0.4 0.3
C -2.400556 0.947347 0.991719 -1.5 -0.1 0.5
H -4.057460 -1.144122 1.094500 0.0 -0.2 0.1
H -2.855249 -2.462430 0.787562 -0.2 -0.1 0.2
H -3.139350 -1.201265 -0.408259 0.0 -0.1 -0.1
H -3.133804 -0.574618 3.170825 -0.1 -0.3 -0.3
H -1.630231 0.171908 3.308634 0.4 -0.2 -0.2
H -2.074105 -2.857506 3.045995 0.1 0.1 -0.5
H -1.530288 -1.977223 4.391129 0.4 0.0 0.0
H 0.235367 -3.132543 3.054407 0.4 0.1 -0.3
H 0.634285 -1.454469 3.337425 -0.2 0.3 0.0
H -0.654268 -2.885644 -0.481940 -0.2 0.1 0.1
H -1.104239 -3.746165 1.030369 -0.1 0.1 0.1
H 0.546080 -3.772133 0.396100 -0.2 -0.3 0.1
H 1.833210 -1.327424 0.025608 -0.4 -0.3 -0.3
H 2.104027 -2.623620 1.209509 0.0 0.1 -0.3
H 2.146187 -0.997563 1.694065 -0.7 0.2 0.3
H -2.518676 1.194344 -0.058712 0.6 -0.1 -0.1
H -1.786700 1.636014 1.573551 0.2 0.0 -0.4
H -3.411914 1.118234 1.392779 0.1 0.0 0.1
C -2.059712 -1.527332 -6.616820 0.0 0.9 -0.6
C -2.043294 -1.390789 -5.091031 -1.1 -0.1 -1.0
C -2.923923 -2.524897 -4.571744 0.7 -1.1 0.0
C -2.153204 -3.840582 -4.500416 -0.8 -0.9 -0.2
C -0.897618 -3.633887 -3.733660 0.6 -0.2 1.3
C 0.062839 -2.600037 -4.330929 -0.8 0.1 0.0
N -0.712074 -1.356484 -4.513700 0.1 0.2 2.1
O 0.070155 -0.277823 -5.046216 0.3 0.0 0.0
C 0.600215 -3.090139 -5.651826 0.9 -1.0 -0.4
C 1.164693 -2.398237 -3.282510 -0.1 -0.9 -0.7
C -2.735443 -0.090697 -4.743818 0.3 0.7 0.7
H -3.025098 -1.205040 -7.022486 -0.2 -0.3 0.3
H -1.888811 -2.551291 -6.926078 0.2 0.0 -0.2
H -1.377572 -0.808397 -7.078348 0.4 -0.4 0.1
H -3.723594 -2.761688 -5.275792 -0.4 0.8 0.2
H -3.308281 -2.251277 -3.586020 -0.2 -0.2 0.0
H -1.977084 -4.327839 -5.468941 0.3 0.7 -0.3
H -2.795994 -4.634237 -4.090882 0.1 0.4 0.6
H -0.352097 -4.558578 -3.511618 0.0 0.0 -0.4
H -1.136622 -3.275192 -2.718804 -0.2 0.1 -0.2
H 1.250322 -2.369071 -6.142816 -0.2 0.2 0.0
H -0.192406 -3.423143 -6.314393 -0.1 0.4 -0.1
H 1.193903 -4.010077 -5.543966 0.1 0.2 0.4
H 0.778924 -2.007748 -2.329400 0.0 0.2 -0.1
H 2.009014 -1.847294 -3.689120 0.0 0.1 0.2
H 1.474045 -3.426749 -3.061011 0.4 0.2 0.1
H -2.598897 0.144148 -3.671530 -0.1 -0.3 -0.1
H -3.814153 -0.162090 -4.871249 0.0 0.2 -0.5
H -2.256698 0.737480 -5.265944 -0.4 0.0 -0.3
C 0.139644 4.753618 -1.905513 -1.6 -0.4 1.4
C -0.326435 3.418875 -2.531088 0.6 0.1 -1.7
C -0.724495 3.615785 -3.998341 -0.2 0.4 -1.1
C 0.395942 3.787383 -5.007590 2.0 1.4 1.0
C 1.465762 2.684208 -4.844547 -3.0 -0.3 -1.2
C 1.842315 2.439241 -3.396570 2.2 1.1 -0.5
N 0.704192 2.382936 -2.502748 -2.1 -2.0 -1.2
O 0.967888 1.893882 -1.241454 1.6 0.3 1.8
C 2.852957 3.561742 -3.055574 -0.5 1.2 0.7
C 2.681168 1.178906 -3.366627 0.5 -0.7 0.4
C -1.573420 2.904125 -1.870112 -0.2 -0.3 1.3
H -0.127617 5.640832 -2.474491 0.5 -0.1 -0.5
H 1.145722 4.728612 -1.517224 0.2 0.1 -0.2
H -0.518350 4.847067 -1.028069 0.4 0.3 0.1
H -1.355899 4.509321 -3.986179 -0.2 -0.1 -0.3
H -1.311975 2.788396 -4.418045 -0.2 -0.1 0.7
H 0.943650 4.728204 -4.808282 -0.4 0.1 0.1
H 0.055483 3.914093 -6.033196 -0.2 -0.4 0.0
H 2.312829 2.891862 -5.490376 0.3 0.0 0.2
H 0.926852 1.820953 -5.268729 0.6 -0.4 0.3
H 3.645602 3.626400 -3.798310 0.2 -0.4 0.2
H 3.245650 3.520481 -2.034875 0.2 -0.5 -0.2
H 2.384067 4.550673 -3.072136 -0.1 -0.1 -0.3
H 2.148324 0.222238 -3.417429 -0.2 0.3 0.0
H 3.314550 1.161264 -2.479511 -0.1 -0.1 0.0
H 3.337969 1.157441 -4.239157 0.0 0.2 0.0
H -1.853525 1.884145 -2.171851 0.0 0.2 -0.4
H -2.416885 3.567765 -2.060575 0.0 0.0 0.0
H -1.425240 2.795492 -0.793227 0.0 0.3 0.0
C 1.676828 4.183092 4.398007 0.3 -0.2 0.9
C 1.145304 3.839785 3.017800 0.1 1.1 -0.2
C 1.194488 5.098413 2.121786 -0.1 0.2 0.0
C 2.567489 5.402103 1.587085 1.2 0.6 0.6
C 3.230622 4.197608 0.966246 -0.1 -0.2 -0.7
C 3.226707 2.934459 1.844244 0.9 1.8 -0.3
N 1.869641 2.796312 2.324967 -0.6 -1.8 -0.9
O 1.752394 1.498068 2.979340 -0.5 -0.1 -0.1
C 4.299379 3.145771 2.901659 0.1 0.6 1.7
C 3.677027 1.788945 0.962801 -0.2 -1.7 0.3
C -0.340825 3.502305 3.125593 0.5 -0.4 -0.8
H 1.669351 3.309137 5.057363 0.1 -0.1 -0.2
H 1.079498 4.941555 4.912277 -0.2 0.0 -0.3
H 2.697303 4.557029 4.370284 -0.1 0.1 0.0
H 0.859054 5.918059 2.764000 -0.2 0.1 -0.3
H 0.481749 4.973959 1.299489 0.0 0.0 0.0
H 3.197139 5.776729 2.412241 -0.1 -0.4 0.1
H 2.671898 6.254890 0.907479 -0.7 -0.1 -0.2
H 4.260617 4.468219 0.713657 0.0 -0.2 -0.1
H 2.713957 3.914027 0.037140 0.0 0.2 0.1
H 4.169870 4.109278 3.408632 0.2 0.1 -0.6
H 5.309526 3.143753 2.494495 -0.1 -0.2 -0.1
H 4.260496 2.502000 3.784967 -0.1 -0.7 -0.5
H 4.676238 1.958776 0.558828 -0.1 0.3 -0.1
H 3.009804 1.515999 0.125240 0.1 0.6 -0.1
H 3.764396 0.861248 1.548416 0.0 0.2 0.1
H -0.607684 2.972695 2.204204 -0.1 0.2 0.1
H -0.874729 4.450255 3.096162 -0.4 -0.1 0.5
H -0.583255 2.850711 3.958420 -0.1 0.1 0.2
C -0.719471 0.798044 8.305639 -0.6 -0.2 -0.1
Br -2.612952 1.024758 8.679195 0.2 0.0 0.0
Br -0.363775 0.970508 6.434803 0.2 0.0 -0.2
Br -0.131886 -0.909130 8.974469 0.2 0.2 0.1
H -0.213196 1.600332 8.813760 0.2 0.0 0.2
C -5.484157 2.135947 5.022635 -0.1 0.3 -0.2
Br -5.524443 0.249044 5.366964 0.2 0.1 0.0
Br -6.310898 2.593616 3.336299 0.0 -0.2 -0.1
Br -3.734677 2.935538 5.142329 0.0 -0.3 0.0
H -6.106769 2.612626 5.759629 0.0 0.0 0.2
C -4.071590 -5.841352 -0.320766 0.3 -0.4 1.2
Br -3.687748 -4.231995 -1.252345 0.1 -0.3 0.0
Br -5.874812 -6.498670 -0.412635 0.0 0.3 -0.2
Br -3.526907 -5.665135 1.564302 -0.2 0.1 -0.2
H -3.429418 -6.646112 -0.633978 0.0 0.1 -0.5
C 5.303064 -0.842183 5.407908 0.4 0.4 -1.2
Br 6.537532 0.146024 4.248715 -0.1 0.2 0.2
Br 4.198329 -1.902109 4.219056 -0.1 -0.1 0.6
Br 4.308927 0.323012 6.533262 -0.1 -0.1 0.1
H 5.991151 -1.459095 5.958094 -0.4 -0.3 0.4
C 5.813292 -1.559692 -0.754579 0.2 -0.3 -0.2
Br 3.998254 -1.604469 -1.407695 0.4 -0.2 0.1
Br 7.031097 -2.458062 -1.956375 -0.1 0.0 -0.1
Br 6.049170 -2.265708 1.030905 -0.3 0.3 -0.3
H 6.098307 -0.521920 -0.779873 0.1 0.1 0.3
C -2.187942 -4.951259 6.146653 -0.5 -0.2 0.0
Br -1.698526 -4.008666 7.750723 -0.2 0.1 -0.4
Br -3.544576 -4.099742 5.049174 0.1 0.1 0.4
Br -2.824830 -6.717570 6.589126 0.2 -0.1 0.0
H -1.315228 -5.038034 5.520676 0.2 -0.1 0.0
C 2.893381 -6.673603 1.971884 0.1 0.2 0.3
Br 3.595736 -8.322657 1.317381 0.1 -0.1 -0.2
Br 4.290920 -5.576336 2.742677 -0.3 -0.1 0.0
Br 1.457016 -7.014770 3.208299 0.0 0.1 0.1
H 2.465603 -6.112732 1.156675 0.0 0.0 -0.2
C -6.442737 -1.751536 -1.664700 0.1 0.2 -0.3
Br -6.361815 -3.195931 -2.939701 -0.5 0.3 -0.1
Br -8.246316 -1.173104 -1.323242 0.1 -0.2 0.1
Br -5.373173 -0.265808 -2.265685 0.0 0.1 0.0
H -5.989113 -2.079452 -0.741124 -0.1 -0.2 0.1
```
Positions in Å, forces in eV/Å.

Strongest force on any atom, eV/A: 3.24
Total charge: 0
Highest occupied orbital energy, eV: -7.04